Computed, not measured: C40H54AsBCdF4N4O2PS as an isolated structure, with the ωB97M-V functional and the def2-TZVPD basis.

Results
HOMO level ... -11.018 eV
2S+1 ... 1
Energy relative to the best compared isomer or geometry (same formula, charge and spin) ... 6.70 kcal per mole
Net charge ... +1
Electronic energy ... -5493.5880 a.u.
E_LUMO ... -1.75 eV

Each line ends with the Löwdin charge.
Cartesian coordinates (Å):
Cd (0.02765, 0.07884, -0.16874)  1.399
N (3.03375, 1.29186, 0.66978)  -0.108
P (1.91468, 0.44912, 1.66178)  1.013
C (3.06486, -0.70304, 2.50472)  -0.376
C (2.68507, -1.25518, 3.73099)  -0.110
C (3.53293, -2.11312, 4.41239)  -0.064
C (4.77018, -2.44010, 3.87059)  -0.072
C (5.14885, -1.91138, 2.64566)  -0.069
C (4.29947, -1.04940, 1.96194)  -0.102
C (1.51518, 1.53309, 3.07072)  -0.357
C (0.18312, 1.84187, 3.32956)  -0.134
C (-0.15888, 2.62927, 4.41701)  -0.063
C (0.83514, 3.12162, 5.24800)  -0.054
C (2.16752, 2.81412, 4.99966)  -0.059
C (2.50822, 2.01448, 3.92113)  -0.079
C (2.83035, 1.54155, -0.68100)  -0.382
C (3.64927, 2.46884, -1.33863)  0.004
C (3.49270, 2.66072, -2.68786)  -0.040
C (2.53809, 1.91209, -3.38183)  -0.063
C (1.78283, 1.02086, -2.66550)  -0.167
N (1.91787, 0.82681, -1.34238)  -0.001
H (3.57239, 2.00958, 1.13167)  0.115
H (1.72894, -0.98418, 4.16365)  0.085
H (3.23576, -2.51738, 5.37255)  0.110
H (5.43719, -3.10615, 4.40439)  0.109
H (6.11298, -2.16579, 2.22270)  0.109
H (4.60727, -0.63117, 1.01182)  0.095
H (-0.58235, 1.48601, 2.65510)  0.081
H (-1.19729, 2.87671, 4.60118)  0.118
H (0.57974, 3.75896, 6.08503)  0.111
H (2.94036, 3.19733, 5.65448)  0.110
H (3.54950, 1.75617, 3.75516)  0.113
H (4.38286, 3.02841, -0.77212)  0.122
H (4.10870, 3.38244, -3.20841)  0.118
H (2.39376, 2.03253, -4.44644)  0.107
H (1.02197, 0.42339, -3.15682)  0.098
C (-3.02202, -1.05865, -0.28736)  -0.086
N (-1.82610, -1.34176, -1.09458)  -0.309
C (-2.14850, -1.08567, -2.49805)  -0.101
C (-1.42100, -2.74347, -0.92600)  -0.194
C (-0.00136, -2.99144, -1.40597)  -0.196
N (0.97803, -2.34224, -0.53602)  -0.303
C (2.28030, -2.27465, -1.21067)  -0.094
C (1.15612, -3.11223, 0.69853)  -0.092
H (-3.85945, -1.70717, -0.57510)  0.102
H (-3.31092, -0.01761, -0.43438)  0.079
H (-2.79818, -1.20651, 0.76606)  0.045
H (-2.91344, -1.78618, -2.85450)  0.104
H (-1.26686, -1.17692, -3.13085)  0.084
H (-2.51919, -0.07718, -2.58735)  0.033
H (-2.10481, -3.40955, -1.46484)  0.132
H (-1.49024, -2.98439, 0.13495)  0.086
H (0.12158, -2.58398, -2.41051)  0.110
H (0.18069, -4.07224, -1.46795)  0.134
H (2.64844, -3.27870, -1.45868)  0.100
H (3.00517, -1.79321, -0.55321)  0.070
H (2.20591, -1.69549, -2.12773)  0.069
H (1.56737, -4.10729, 0.48118)  0.105
H (0.21006, -3.23538, 1.21996)  0.041
H (1.84152, -2.59063, 1.36583)  0.062
C (-3.57408, 3.13091, -1.56244)  -0.185
As (-1.83409, 2.77173, -2.30190)  1.016
C (-1.02155, 4.47743, -2.65277)  -0.180
C (-2.13038, 2.15894, -4.12206)  -0.199
O (-1.07820, 1.52415, -1.51470)  -0.605
H (-4.05791, 3.90281, -2.16020)  0.047
H (-3.43384, 3.48869, -0.54361)  0.034
H (-4.18126, 2.22876, -1.56651)  0.032
H (-1.60006, 4.93337, -3.45611)  0.048
H (0.01474, 4.34389, -2.95074)  0.046
H (-1.05350, 5.09670, -1.76394)  0.037
H (-2.61540, 2.94039, -4.70722)  0.042
H (-2.72912, 1.25626, -4.16328)  0.021
H (-1.14910, 1.95299, -4.55038)  0.037
F (0.68392, 4.69295, -0.49340)  0.105
B (0.09242, 3.97672, 0.55428)  -1.227
F (-1.31934, 3.87451, 0.37986)  0.062
F (0.38606, 4.54836, 1.78148)  0.147
F (0.62198, 2.62146, 0.49488)  -0.019
O (-0.96682, -0.94418, 1.99618)  -0.654
S (-0.89962, -1.83281, 3.21477)  0.945
C (-1.40852, -0.83867, 4.65512)  -0.255
C (-2.80545, -0.27958, 4.65919)  -0.274
C (-3.58033, -0.42924, 5.80735)  -0.049
C (-4.83921, 0.14919, 5.89334)  -0.067
C (-5.34884, 0.86561, 4.81990)  -0.075
C (-4.59263, 1.00163, 3.66370)  -0.064
C (-3.32460, 0.44154, 3.58327)  -0.051
C (-2.35688, -2.93184, 3.15616)  -0.259
C (-2.27663, -3.89972, 4.30640)  -0.289
C (-3.28000, -3.93724, 5.26964)  -0.043
C (-3.18930, -4.81091, 6.34488)  -0.065
C (-2.08963, -5.64711, 6.47265)  -0.074
C (-1.08267, -5.61530, 5.51654)  -0.069
C (-1.17540, -4.74669, 4.43946)  -0.056
H (-0.67097, -0.03270, 4.68532)  0.073
H (-1.24603, -1.49575, 5.51273)  0.104
H (-3.18447, -0.99276, 6.64588)  0.117
H (-5.41925, 0.04601, 6.80201)  0.109
H (-6.32871, 1.32156, 4.88723)  0.108
H (-4.98383, 1.56397, 2.82431)  0.107
H (-2.73845, 0.57319, 2.68397)  0.092
H (-2.30536, -3.43440, 2.18862)  0.091
H (-3.24438, -2.30196, 3.19696)  0.095
H (-4.13631, -3.27762, 5.17502)  0.115
H (-3.98046, -4.83692, 7.08407)  0.110
H (-2.01791, -6.32583, 7.31338)  0.109
H (-0.22419, -6.26864, 5.60964)  0.108
H (-0.38394, -4.72496, 3.69663)  0.106

Computed, not measured: C18H16AsF5O8P2PdSTe as an isolated structure, with the ωB97M-V functional and the def2-TZVPD basis.

Results
HOMO level (alpha / beta) ... -3.391 / -3.423 eV
2S+1 ... 1
Energy relative to the best compared isomer or geometry (same formula, charge and spin) ... 92.61 kcal per mole
Net charge ... -2
Electronic energy ... -5509.6194 a.u.
E_LUMO (alpha / beta) ... 1.31 / 1.33 eV

Each line ends with the Löwdin charge.
Cartesian coordinates (Å):
Pd (-0.16402, -1.85719, -0.98815)  0.822
S (0.28914, -2.70047, 1.08069)  0.809
C (1.11836, -1.37817, 1.88919)  -0.588
C (2.32080, -1.69197, 2.52436)  -0.105
C (3.08159, -0.70037, 3.10811)  -0.091
C (2.62872, 0.60954, 3.09321)  -0.081
C (1.41745, 0.91303, 2.49534)  -0.111
C (0.64103, -0.06336, 1.87644)  -0.360
As (-1.08343, 0.33818, 0.97074)  1.388
C (-1.20285, 2.22168, 1.76215)  -0.359
C (-1.49069, 2.27010, 3.12734)  -0.141
C (-1.65872, 3.47729, 3.77648)  -0.111
C (-1.57573, 4.66227, 3.06145)  -0.124
C (-1.35398, 4.62831, 1.69514)  -0.107
C (-1.17111, 3.41422, 1.04891)  -0.101
C (-0.33631, 0.94647, -0.75490)  -0.426
C (1.00182, 1.29586, -0.92014)  -0.117
C (1.45832, 1.76904, -2.13809)  -0.087
C (0.58490, 1.90549, -3.20359)  -0.095
C (-0.74733, 1.55756, -3.05001)  -0.100
C (-1.20880, 1.08346, -1.83477)  -0.149
H (2.65913, -2.71860, 2.51326)  0.103
H (4.03338, -0.93997, 3.56439)  0.097
H (3.23574, 1.39503, 3.52447)  0.097
H (1.07209, 1.93778, 2.49364)  0.094
H (-1.56730, 1.32098, 3.65047)  0.102
H (-1.85720, 3.49435, 4.83823)  0.091
H (-1.68869, 5.60898, 3.57084)  0.086
H (-1.31857, 5.55125, 1.13288)  0.091
H (-0.98884, 3.39014, -0.01933)  0.094
H (1.69553, 1.17769, -0.09692)  0.093
H (2.50502, 2.01767, -2.25601)  0.101
H (0.95074, 2.26869, -4.15615)  0.095
H (-1.42404, 1.63573, -3.88891)  0.100
H (-2.24619, 0.78214, -1.72472)  0.106
O (2.44114, -1.30034, -3.48657)  -0.150
P (2.39273, -2.30541, -2.24229)  0.174
O (3.66631, -3.00430, -2.03715)  -0.300
O (1.82993, -1.55330, -1.04949)  -0.413
O (1.20184, -3.34468, -2.65577)  -0.290
P (0.04420, -2.71141, -3.64000)  0.184
O (-1.09917, -3.79492, -3.53186)  -0.109
O (0.58838, -2.57464, -5.00664)  -0.276
O (-0.38746, -1.40631, -2.98877)  -0.337
H (1.87073, -1.65365, -4.19530)  0.006
H (-1.39450, -3.98858, -2.62296)  0.031
F (-2.45257, -1.80347, 2.25659)  -0.616
Te (-2.41204, -3.11294, 0.45308)  1.861
F (-3.45205, -4.99267, 0.92260)  -0.523
F (-3.31452, -3.72059, -1.22645)  -0.477
F (-0.90947, -4.28078, -0.78817)  -0.579
F (-4.26180, -2.44529, 0.64578)  -0.474
O (-1.96161, -1.62954, -0.57267)  -0.829

Computed, not measured: a 3-piece molecular cluster, C45H44BrClF7NO8P overall, with the ωB97M-V functional and the def2-TZVPD basis.

Results
HOMO level ... -5.507 eV
2S+1 ... 1
Net charge ... -1
Electronic energy ... -6472.4844 a.u.
E_LUMO ... 0.31 eV

Each line ends with the Löwdin charge.
Cartesian coordinates (Å):
C (-5.68691, 1.26020, 0.26574)  -0.100
O (-4.85930, 2.29290, -0.22497)  -0.161
C (-4.08462, 1.98913, -1.36656)  -0.256
C (-2.57811, 2.28672, -1.14694)  -0.141
C (-1.73274, 1.00759, -1.25576)  -0.209
C (-0.34121, 1.06474, -0.60947)  -0.192
C (-0.32136, 1.32447, 0.92089)  -0.207
C (0.10869, 0.11367, 1.79462)  -0.296
P (-1.01423, -0.83866, 3.00532)  0.653
Br (0.03683, 0.33749, 4.90451)  0.510
C (0.31557, -2.19157, 3.29468)  -0.297
C (1.62864, -2.25775, 2.52060)  -0.304
O (2.61445, -1.32911, 3.01518)  -0.103
C (-1.80173, -1.71758, 1.44920)  -0.229
C (-1.26857, -3.01422, 0.95775)  -0.752
O (-1.43251, -4.12173, 1.36251)  0.033
Cl (-0.30264, -2.89575, -0.62288)  0.566
N (-2.07427, -1.72721, 4.18722)  -0.250
C (-2.69492, -3.01364, 3.90772)  -0.119
C (-1.77673, -1.75566, 5.58160)  -0.653
C (-2.63814, -0.95256, 6.55255)  -0.036
O (-1.06744, -2.59533, 6.09303)  0.041
C (-2.45072, 0.59670, 2.94496)  -0.388
F (-3.04006, 0.61490, 1.69610)  0.013
F (-3.56803, 0.22762, 3.68333)  0.014
C (-2.27414, 2.08656, 3.40826)  -0.371
F (-3.00012, 2.84616, 2.49654)  0.075
F (-1.07509, 2.67515, 3.33224)  0.083
C (-2.96189, 2.56990, 4.73650)  -0.569
F (-2.43092, 2.12694, 5.85409)  0.150
F (-2.73276, 3.91098, 4.75593)  0.125
F (-4.27921, 2.47233, 4.71721)  0.175
H (-5.40176, 0.97524, 1.28045)  0.075
H (-5.69627, 0.36281, -0.36029)  0.084
H (-6.71568, 1.63540, 0.31504)  0.082
H (-4.21505, 0.96315, -1.69177)  0.076
H (-4.41282, 2.66155, -2.16855)  0.117
H (-2.25251, 3.03644, -1.87355)  0.111
H (-2.53534, 2.77061, -0.16920)  0.105
H (-2.33446, 0.14951, -0.94385)  0.098
H (-1.56267, 0.85558, -2.33140)  0.106
H (0.19563, 1.86714, -1.12774)  0.107
H (0.18200, 0.14167, -0.87689)  0.084
H (-1.23103, 1.87539, 1.13319)  0.060
H (0.45208, 2.09220, 1.02818)  0.108
H (0.40259, -0.60587, 1.03156)  0.039
H (0.97314, 0.43217, 2.37050)  0.038
H (0.70598, -2.07333, 4.30604)  0.036
H (-0.07551, -3.20892, 3.33244)  0.074
H (1.59000, -2.29680, 1.42890)  0.077
H (2.05255, -3.24540, 2.77535)  0.113
H (3.26759, -1.30422, 2.30739)  0.068
H (-2.88484, -1.84701, 1.52851)  0.096
H (-1.73194, -1.05303, 0.59189)  0.033
H (-3.37585, -3.06588, 3.05994)  0.075
H (-3.34549, -3.25083, 4.76292)  0.092
H (-2.03552, -3.88887, 3.86843)  0.077
H (-3.15020, -1.71201, 7.15007)  0.078
H (-2.00331, -0.36757, 7.21210)  0.067
H (-3.41054, -0.36610, 6.06069)  0.058
C (-4.25641, 0.92857, -4.16912)  -0.044
C (-5.27896, 0.04751, -4.50396)  -0.036
C (-5.54686, -0.24480, -5.83130)  -0.001
C (-4.79814, 0.35263, -6.83689)  -0.087
C (-3.78361, 1.25638, -6.50491)  -0.082
C (-3.51129, 1.53122, -5.17103)  0.018
C (-2.99781, 1.94531, -7.56536)  -0.277
O (-2.11363, 2.72700, -7.28537)  0.107
C (-3.33236, 1.65514, -8.99092)  -0.081
C (-2.65041, 2.32688, -9.99773)  -0.005
C (-2.93897, 2.06061, -11.32518)  -0.063
C (-3.90508, 1.11495, -11.65357)  -0.063
C (-4.59098, 0.44658, -10.65399)  -0.006
C (-4.31400, 0.72005, -9.32031)  -0.082
C (-5.08699, 0.01423, -8.25637)  -0.278
O (-5.93059, -0.80848, -8.54815)  0.101
H (-4.05326, 1.14553, -3.11519)  0.042
H (-5.86978, -0.41519, -3.72252)  0.111
H (-6.33836, -0.93390, -6.09217)  0.119
H (-2.71705, 2.22192, -4.91941)  0.123
H (-1.89804, 3.05844, -9.73670)  0.119
H (-2.40990, 2.58846, -12.10800)  0.105
H (-4.12457, 0.90313, -12.69201)  0.104
H (-5.34603, -0.28637, -10.90287)  0.119
C (9.96135, -1.29764, -0.77808)  -0.062
C (11.12633, -1.28346, -0.01792)  -0.064
C (11.05657, -1.14690, 1.35794)  -0.007
C (9.82166, -1.01258, 1.98024)  -0.082
C (8.65458, -1.00431, 1.21494)  -0.080
C (8.72867, -1.15784, -0.16372)  -0.003
C (7.31986, -0.81493, 1.85558)  -0.274
O (6.30728, -0.81394, 1.18782)  0.110
C (7.27119, -0.62120, 3.33045)  -0.080
C (6.04673, -0.38822, 3.94032)  0.012
C (5.97629, -0.22013, 5.31281)  -0.036
C (7.13211, -0.29173, 6.08272)  -0.054
C (8.35911, -0.51790, 5.47982)  -0.007
C (8.43596, -0.67497, 4.10192)  -0.088
C (9.76471, -0.88462, 3.46613)  -0.279
O (10.77839, -0.94588, 4.13182)  0.098
H (10.01740, -1.41320, -1.85271)  0.105
H (12.08968, -1.38128, -0.50149)  0.104
H (11.95844, -1.14058, 1.95452)  0.118
H (7.81982, -1.16306, -0.74969)  0.121
H (5.14642, -0.33536, 3.34493)  0.108
H (5.01877, -0.03561, 5.78169)  0.117
H (7.07469, -0.16695, 7.15615)  0.106
H (9.26055, -0.56993, 6.07478)  0.117

The highest net charge belongs to which entry?
C40H54AsBCdF4N4O2PS